## A
A molecular structure, C30H26BrN10O5S5Ta, computed with ωB97M-V/def2-TZVPD.

Charge   +2

Atoms and positions in Å:
1 Ta 0.144 0.597 0.222
2 O -3.634 5.034 -5.040
3 N -2.469 4.859 -4.776
4 O -1.535 5.513 -5.188
5 C -2.148 3.694 -3.923
6 C -2.921 2.607 -4.080
7 C -2.630 1.414 -3.357
8 C -3.385 0.240 -3.525
9 C -3.036 -0.869 -2.807
10 C -1.957 -0.793 -1.925
11 N -1.221 0.298 -1.745
12 C -1.560 1.400 -2.459
13 C -0.781 2.581 -2.259
14 N 0.208 2.498 -1.328
15 C 0.968 3.572 -1.169
16 C 0.781 4.764 -1.866
17 C -0.235 4.871 -2.773
18 C -1.044 3.739 -3.006
19 H -3.753 2.633 -4.771
20 H -4.223 0.232 -4.211
21 H -3.577 -1.801 -2.891
22 H -1.672 -1.664 -1.348
23 H 1.763 3.501 -0.446
24 H 1.442 5.595 -1.660
25 H -0.409 5.790 -3.312
26 C 1.944 -2.079 3.760
27 N 2.628 -2.176 2.472
28 C 3.734 -3.129 2.335
29 C 2.152 -1.502 1.431
30 N 1.032 -0.824 1.472
31 N 2.936 -1.494 0.299
32 C 2.712 -0.884 -0.905
33 N 3.601 -1.176 -1.856
34 N 1.714 -0.063 -1.100
35 H 2.609 -2.453 4.532
36 H 1.024 -2.670 3.773
37 H 1.721 -1.038 3.996
38 H 3.739 -3.775 3.207
39 H 4.701 -2.621 2.296
40 H 3.579 -3.765 1.463
41 H 0.507 -0.968 2.325
42 H 3.768 -2.058 0.353
43 H 4.361 -1.817 -1.709
44 H 3.527 -0.759 -2.769
45 H 1.681 0.317 -2.038
46 O 2.138 6.037 4.329
47 C 1.818 5.126 3.637
48 S 2.998 4.089 2.762
49 C 1.807 3.053 2.038
50 C 0.513 3.306 2.299
51 S -0.725 2.258 1.698
52 S 0.122 4.639 3.354
53 S 2.262 1.772 0.971
54 Br -5.126 -3.003 0.908
55 C -5.074 -1.153 0.536
56 C -6.287 -0.579 0.180
57 C -6.357 0.767 -0.141
58 C -5.214 1.553 -0.106
59 C -4.008 0.984 0.251
60 C -3.908 -0.375 0.577
61 C -2.580 -0.947 0.924
62 O -2.359 -2.088 1.240
63 O -1.555 -0.096 0.806
64 H -7.175 -1.194 0.158
65 H -7.313 1.200 -0.408
66 H -5.268 2.609 -0.340
67 H -3.130 1.607 0.307
68 S 0.212 -3.008 -0.851
69 C 0.059 -4.120 0.396
70 N -1.191 -4.547 0.766
71 C -1.411 -5.512 1.674
72 C -0.347 -6.110 2.279
73 C 0.912 -5.602 1.939
74 N 1.119 -4.644 1.054
75 H -1.974 -4.039 0.373
76 H -2.444 -5.756 1.876
77 H -0.473 -6.904 2.998
78 H 1.797 -6.001 2.427

---

## B
A molecular structure, C30H26BrN10O5S5Ta, computed with ωB97M-V/def2-TZVPD.

Charge   +2

Atoms and positions in Å:
1 Ta 0.322 0.473 -0.931
2 O 2.072 5.987 4.417
3 N 2.664 5.138 3.798
4 O 3.869 5.038 3.685
5 C 1.845 4.143 3.070
6 C 0.691 3.773 3.649
7 C -0.115 2.754 3.051
8 C -1.314 2.308 3.634
9 C -2.011 1.301 3.023
10 C -1.527 0.767 1.824
11 N -0.419 1.196 1.236
12 C 0.298 2.167 1.853
13 C 1.518 2.596 1.228
14 N 1.845 2.013 0.046
15 C 2.925 2.447 -0.584
16 C 3.750 3.449 -0.079
17 C 3.453 4.025 1.127
18 C 2.307 3.593 1.822
19 H 0.380 4.239 4.574
20 H -1.664 2.756 4.555
21 H -2.930 0.913 3.438
22 H -2.053 -0.041 1.338
23 H 3.149 1.997 -1.537
24 H 4.610 3.765 -0.652
25 H 4.081 4.800 1.537
26 C 2.041 -2.026 2.954
27 N 2.785 -2.173 1.710
28 C 3.943 -3.066 1.682
29 C 2.336 -1.568 0.609
30 N 1.382 -0.672 0.622
31 N 2.945 -1.951 -0.570
32 C 2.882 -1.259 -1.748
33 N 3.568 -1.798 -2.758
34 N 2.235 -0.130 -1.855
35 H 2.389 -2.771 3.662
36 H 0.974 -2.189 2.781
37 H 2.193 -1.039 3.400
38 H 4.322 -3.171 2.694
39 H 4.735 -2.646 1.068
40 H 3.676 -4.058 1.306
41 H 1.128 -0.418 1.566
42 H 3.080 -2.951 -0.650
43 H 4.163 -2.599 -2.630
44 H 3.428 -1.469 -3.699
45 H 2.381 0.289 -2.766
46 O -4.006 3.441 -5.339
47 C -3.110 3.016 -4.683
48 S -2.509 3.821 -3.200
49 C -1.356 2.578 -2.792
50 C -1.251 1.517 -3.622
51 S -0.032 0.318 -3.387
52 S -2.292 1.462 -5.014
53 S -0.281 2.777 -1.454
54 Br -4.106 -3.194 -2.440
55 C -4.560 -1.348 -2.404
56 C -5.657 -0.984 -3.166
57 C -6.044 0.346 -3.226
58 C -5.327 1.312 -2.535
59 C -4.215 0.941 -1.802
60 C -3.813 -0.393 -1.718
61 C -2.641 -0.709 -0.853
62 O -2.603 -1.638 -0.069
63 O -1.669 0.182 -0.944
64 H -6.206 -1.738 -3.711
65 H -6.906 0.623 -3.817
66 H -5.627 2.350 -2.576
67 H -3.644 1.688 -1.268
68 S -0.037 -2.320 -1.757
69 C -0.172 -3.514 -0.536
70 N -1.411 -4.026 -0.306
71 C -1.652 -5.045 0.524
72 C -0.605 -5.604 1.206
73 C 0.642 -5.021 0.991
74 N 0.865 -4.012 0.158
75 H -2.192 -3.557 -0.775
76 H -2.682 -5.363 0.612
77 H -0.742 -6.436 1.877
78 H 1.509 -5.401 1.524

---

Short version: B is the most stable of them.

---

## A
A single C2H3BrO molecule, computed with ωB97M-V/def2-TZVPD.

SMILES   CC(=O)Br
Charge   0

Atoms and positions in Å:
1 C 0.649 -0.206 -0.129
2 C -0.740 0.134 0.033
3 O -1.727 0.483 -1.243
4 Br -1.469 0.465 1.652
5 H 1.049 -0.886 -0.918
6 H 0.977 -0.629 0.794
7 H 1.261 0.640 -0.190

---

## B
2 unconnected molecules or ions with the total composition C2H3BrO, computed with ωB97M-V/def2-TZVPD.

Charge   0

Atoms and positions in Å:
1 C -0.827 -1.181 0.526
2 C -0.897 -0.072 0.077
3 O 2.676 1.412 -0.192
4 Br 2.606 -0.222 -0.399
5 H -0.596 -2.262 0.668
6 H 1.694 -0.776 0.543
7 H -1.259 0.929 -0.270

---

Short version: A is the most stable of them.

---

## A
A single C24H40N2O4 molecule, computed with ωB97M-V/def2-TZVPD.

SMILES   CC1CCN(C[C@H](O)COc2ccc(OC[C@@H](O)CN3CCC(C)CC3)cc2)CC1
Charge   0

Atoms and positions in Å:
1 C -1.111 -2.738 0.313
2 C -2.375 -2.464 -0.496
3 C -2.392 -1.030 -1.028
4 C -3.691 -0.757 -1.798
5 N -4.905 -1.065 -1.074
6 C -5.554 -0.011 -0.340
7 C -4.968 0.411 1.032
8 O -5.605 -0.226 2.120
9 C -5.149 1.922 1.250
10 O -4.544 2.686 0.233
11 C -3.190 2.587 0.055
12 C -2.281 2.204 1.032
13 C -0.930 2.097 0.739
14 C -0.463 2.374 -0.537
15 O 0.840 2.271 -0.950
16 C 1.775 1.598 -0.133
17 C 1.520 0.084 -0.142
18 O 1.512 -0.397 -1.469
19 C 2.568 -0.659 0.698
20 N 3.908 -0.149 0.492
21 C 4.793 -0.412 1.612
22 C 6.105 0.342 1.420
23 C 6.791 -0.087 0.124
24 C 8.078 0.696 -0.108
25 C 5.802 0.110 -1.024
26 C 4.504 -0.637 -0.740
27 C -1.370 2.807 -1.505
28 C -2.710 2.913 -1.214
29 C -4.883 -2.392 -0.505
30 C -3.637 -2.705 0.337
31 H -1.071 -2.092 1.189
32 H -0.227 -2.551 -0.292
33 H -1.088 -3.772 0.651
34 H -2.396 -3.147 -1.353
35 H -1.544 -0.873 -1.697
36 H -2.288 -0.326 -0.200
37 H -3.724 0.288 -2.109
38 H -3.691 -1.383 -2.700
39 H -6.596 -0.309 -0.171
40 H -5.561 0.869 -0.987
41 H -3.892 0.186 1.048
42 H -5.591 -1.178 1.966
43 H -4.782 2.193 2.247
44 H -6.213 2.166 1.200
45 H -2.609 1.979 2.035
46 H -0.259 1.790 1.526
47 H 1.782 1.984 0.891
48 H 2.748 1.796 -0.586
49 H 0.528 -0.115 0.299
50 H 1.137 0.301 -2.023
51 H 2.306 -0.520 1.750
52 H 2.488 -1.734 0.464
53 H 4.305 -0.068 2.528
54 H 5.002 -1.493 1.720
55 H 6.758 0.158 2.275
56 H 5.891 1.411 1.375
57 H 7.036 -1.154 0.195
58 H 8.559 0.377 -1.030
59 H 8.774 0.541 0.714
60 H 7.867 1.761 -0.182
61 H 6.230 -0.250 -1.961
62 H 5.585 1.174 -1.132
63 H 3.791 -0.482 -1.550
64 H 4.709 -1.722 -0.674
65 H -0.998 3.048 -2.489
66 H -3.414 3.240 -1.963
67 H -5.796 -2.540 0.080
68 H -4.909 -3.102 -1.342
69 H -3.677 -3.746 0.665
70 H -3.603 -2.077 1.230

---

## B
A single C24H40N2O4 molecule, computed with ωB97M-V/def2-TZVPD.

SMILES   CC1CCN(C[C@H](O)COc2ccc(OC[C@@H](O)CN3CCC(C)CC3)cc2)CC1
Charge   0

Atoms and positions in Å:
1 C 1.163 -5.424 0.946
2 C -0.307 -4.717 0.877
3 C -0.321 -3.093 0.523
4 C -1.455 -2.455 0.578
5 N -1.956 -2.545 1.961
6 C -3.274 -2.000 1.941
7 C -3.698 -1.670 3.439
8 O -5.031 -0.866 3.536
9 C -2.842 -1.208 4.274
10 O -2.505 0.278 3.997
11 C -1.656 0.788 3.109
12 C -1.389 2.110 2.904
13 C -0.536 2.625 2.141
14 C 0.587 1.929 1.661
15 O 1.557 2.471 0.901
16 C 1.506 3.759 0.563
17 C 0.484 3.998 -0.745
18 O 0.585 5.470 -1.140
19 C 0.652 3.249 -1.817
20 N 2.000 3.459 -2.441
21 C 2.036 3.637 -3.901
22 C 1.519 2.682 -4.918
23 C 2.931 1.547 -4.539
24 C 2.447 0.390 -5.648
25 C 2.771 1.211 -3.241
26 C 2.964 2.450 -2.228
27 C 0.251 0.450 1.648
28 C -0.625 -0.093 2.681
29 C -2.380 -4.095 2.066
30 C -1.000 -4.809 2.088
31 H 0.937 -6.530 1.206
32 H 1.686 -5.094 1.653
33 H 1.935 -5.408 0.125
34 H -0.769 -5.055 0.073
35 H 0.319 -3.026 -0.404
36 H 0.640 -2.882 1.267
37 H -1.399 -1.417 0.414
38 H -2.159 -2.964 -0.156
39 H -4.248 -2.337 1.296
40 H -2.974 -0.812 1.520
41 H -4.172 -2.730 3.819
42 H -4.680 0.019 3.374
43 H -1.955 -1.588 4.284
44 H -3.096 -1.102 5.418
45 H -2.226 2.625 3.632
46 H -0.628 3.685 1.992
47 H 2.430 3.985 0.099
48 H 1.381 4.464 1.305
49 H -0.354 3.898 -0.217
50 H 1.519 5.390 -1.561
51 H 0.629 2.124 -1.357
52 H -0.084 3.295 -2.402
53 H 1.175 4.570 -3.975
54 H 2.792 4.099 -4.041
55 H 1.813 3.113 -5.942
56 H 0.636 2.239 -4.683
57 H 3.624 1.901 -5.009
58 H 3.333 -0.403 -5.598
59 H 2.488 0.755 -6.475
60 H 1.720 0.000 -5.399
61 H 3.450 0.401 -2.928
62 H 1.673 0.696 -2.796
63 H 2.944 2.003 -1.385
64 H 3.850 2.681 -2.365
65 H 1.195 -0.176 1.370
66 H -0.625 -0.952 2.891
67 H -2.776 -4.191 2.963
68 H -3.119 -4.437 1.461
69 H -1.160 -5.862 2.487
70 H -0.222 -4.505 2.831

---

Short version: A is the most stable of them.

---

## A
A single C6H4O2 molecule, computed with ωB97M-V/def2-TZVPD.

SMILES   C#Cc1ccoc1O
Charge   0

Atoms and positions in Å:
1 C 0.959 2.081 -1.996
2 C 0.388 1.157 -1.355
3 C -0.281 0.255 -0.485
4 C -1.585 0.225 0.112
5 C -1.589 -0.541 1.226
6 O -0.335 -1.222 1.144
7 C 0.467 -0.571 0.253
8 O 1.788 -0.882 0.477
9 H 1.218 2.934 -2.606
10 H -2.392 0.979 -0.197
11 H -2.220 -1.202 1.926
12 H 1.626 -1.511 1.377

---

## B
A single C6H4O2 molecule, computed with ωB97M-V/def2-TZVPD.

SMILES   C#C/C(C=O)=C/C=O
Charge   0

Atoms and positions in Å:
1 C 2.610 -1.177 -0.123
2 C 1.650 -0.472 -0.191
3 C 0.331 0.101 -0.130
4 C 0.302 1.838 -0.165
5 O 1.419 2.325 0.246
6 C -0.808 -0.720 0.212
7 C -2.219 -0.453 0.136
8 O -2.656 0.679 -0.350
9 H 3.520 -1.445 -0.412
10 H -0.605 2.340 -0.237
11 H -0.609 -1.742 0.534
12 H -2.934 -1.275 0.482

---

Short version: A is the most stable of them.

---

## A
A gas-phase ion, C5H6NS (charge +1), computed with ωB97M-V/def2-TZVPD.

Charge   +1

Atoms and positions in Å:
1 C -1.829 -1.143 0.293
2 C -0.576 -0.589 0.082
3 C -0.479 0.823 -0.010
4 C 0.703 -1.274 0.023
5 C 0.764 1.553 -0.164
6 N -2.774 -1.786 0.342
7 S -2.058 1.446 -0.089
8 H 0.941 -1.492 0.997
9 H 1.541 -0.563 -0.333
10 H 0.630 -2.273 -0.542
11 H 0.499 2.633 -0.116
12 H 1.228 1.316 -1.148
13 H 1.409 1.349 0.665

---

## B
A gas-phase ion, C5H6NS (charge +1), computed with ωB97M-V/def2-TZVPD.

SMILES   C#[N+]/C=C(/C)C=S
Charge   +1

Atoms and positions in Å:
1 C -2.348 -1.833 -0.004
2 N -1.651 -0.933 0.162
3 C -1.009 0.193 0.108
4 C 0.371 0.261 0.208
5 C 0.973 1.613 -0.125
6 C 1.217 -0.851 0.294
7 S 2.881 -0.616 0.274
8 H -2.926 -2.639 -0.395
9 H -1.473 1.113 -0.233
10 H 1.933 1.251 -0.514
11 H 0.825 2.234 0.743
12 H 0.364 2.108 -0.927
13 H 0.843 -1.901 0.409

---

Short version: B is the most stable of them.

---

## A
A gas-phase ion, C3H5O2S2 (charge -1), computed with ωB97M-V/def2-TZVPD.

SMILES   CS[C@H](S)C(=O)[O-]
Charge   -1

Atoms and positions in Å:
1 C -1.646 -0.071 0.927
2 S -0.052 -0.614 1.558
3 C 1.049 0.065 0.308
4 S 1.063 1.903 0.152
5 C 0.866 -0.813 -1.185
6 O 0.336 -0.079 -2.020
7 O 1.217 -1.973 -1.251
8 H -2.490 -0.632 1.371
9 H -1.651 -0.265 -0.247
10 H -1.726 0.935 0.940
11 H 2.084 -0.320 0.708
12 H 0.949 1.865 -1.260

---

## B
A molecular structure, C3H5O2S2, computed with ωB97M-V/def2-TZVPD.

Charge   -1

Atoms and positions in Å:
1 C -0.596 -0.480 -0.285
2 C 0.361 -0.025 0.506
3 C -1.802 -1.405 -0.060
4 O 1.094 2.693 -0.480
5 O 2.612 1.908 1.272
6 S 3.210 0.734 -1.298
7 S 1.983 1.588 0.015
8 H -0.673 -0.057 -1.362
9 H 0.335 -0.288 1.598
10 H -2.776 -0.742 -0.165
11 H -1.712 -2.215 -0.694
12 H -2.037 -1.711 0.953

---

Short version: A is the most stable of them.

---

## A
A gas-phase ion, C3H8N2OS (charge +1), computed with ωB97M-V/def2-TZVPD.

Spin multiplicity   2
Charge   +1
⟨S²⟩   0.754

Atoms and positions in Å:
1 N -2.156 -0.103 -0.034
2 C -0.789 -0.630 0.177
3 C -0.252 0.043 1.477
4 S 0.992 1.345 1.201
5 C 0.119 -0.641 -1.052
6 N 1.058 -1.631 -1.176
7 O -0.101 0.177 -1.916
8 H -2.245 0.782 0.457
9 H -2.317 0.253 -0.979
10 H -1.033 -1.661 0.423
11 H -1.072 0.449 2.065
12 H 0.224 -0.757 2.092
13 H 1.696 0.520 0.394
14 H 1.119 -2.036 -2.103
15 H 1.984 -1.688 -0.781

---

## B
A gas-phase ion, C3H8N2OS (charge +1), computed with ωB97M-V/def2-TZVPD.

Spin multiplicity   2
Charge   +1
⟨S²⟩   0.759

Atoms and positions in Å:
1 C -0.202 -0.221 1.086
2 C -0.878 1.190 0.635
3 S -2.567 1.130 0.205
4 N 1.100 -0.342 0.609
5 C 1.509 -0.695 -0.702
6 N 0.519 -1.127 -1.515
7 O 2.661 -0.578 -1.012
8 H -0.834 -1.080 0.885
9 H -0.127 -0.191 2.175
10 H -0.664 1.874 1.465
11 H -0.289 1.608 -0.185
12 H -2.413 1.143 -1.123
13 H 1.847 0.013 1.195
14 H 0.783 -1.430 -2.439
15 H -0.445 -1.293 -1.278

---

Short version: B is the most stable of them.